(1)
ORCA calculation (ωB97M-V with the def2-TZVPD basis set) on 3 unconnected molecules or ions with the total composition C37H59F3NO11 at a distorted geometry.

Results
Frontier orbital gap: 6.5486 eV
F_max: 0.114 Eh/bohr
Electronic energy: -71474.9317 eV
HOMO: -0.429 hartree

The geometry in ORCA input format:
```
! RIJCOSX wB97M-V def2-TZVPD def2/J DEFGRID3
* xyz 1 1
C -3.3443 -0.8753 4.2745
C -2.2243 0.2872 4.5102
C -2.7410 1.7159 3.9121
C -2.1069 1.8204 2.4214
C -2.7797 3.0122 1.5500
C -2.5012 2.6408 -0.0148
C -3.8789 2.4212 -0.8537
C -4.7520 1.1684 -0.3066
C -4.8746 -0.0329 -1.3996
C -3.3824 -0.5066 -1.8049
C -3.3578 -1.7037 -2.8879
C -2.6637 -3.0643 -2.3163
C -1.1623 -3.2744 -2.8644
C -0.2312 -1.9703 -2.7092
C 0.3455 -1.4096 -4.1361
C 1.8086 -0.8329 -3.7818
N 2.9169 -1.5335 -4.4215
C 4.2959 -1.1787 -4.2091
O 5.3517 -1.8696 -4.8809
C 5.1745 -3.3184 -4.7986
C 4.7870 -3.8797 -3.3432
C 4.7212 -0.0427 -3.2535
C 3.5457 0.7395 -2.5505
C 4.0222 1.9031 -1.5490
O 4.1941 3.0744 -1.9884
O 4.3167 1.6835 -0.1770
C 3.2795 2.2208 0.6928
C 3.0651 1.2672 1.9917
O 2.5128 -0.0065 1.5236
C 2.4163 -0.9502 2.5887
O 3.4557 -1.1823 3.2718
C 1.0920 -1.7768 2.9675
C -0.0530 -1.7435 1.8351
C 2.0279 0.3844 -2.8103
C 0.8418 1.1840 -2.1332
F -0.3853 1.1649 -2.8246
F 0.6726 0.6492 -0.8071
F 1.1294 2.5763 -1.9240
H -3.2417 -1.7395 5.0125
H -3.1874 -1.2578 3.1906
H -4.3979 -0.4376 4.3103
H -1.2586 -0.0497 3.9934
H -2.0063 0.3410 5.6338
H -2.3299 2.5696 4.5633
H -3.8915 1.7183 3.8475
H -2.2697 0.8051 1.9170
H -0.9818 2.0429 2.5867
H -2.3249 4.0301 1.8119
H -3.9254 3.0263 1.6581
H -1.8451 1.6881 -0.0898
H -1.8965 3.5153 -0.4474
H -4.4722 3.4031 -0.7792
H -3.5685 2.3171 -1.9533
H -5.8066 1.5611 -0.0759
H -4.2378 0.8006 0.6590
H -5.5050 0.2889 -2.3089
H -5.3953 -0.8955 -0.8283
H -2.7472 0.3510 -2.2263
H -2.8616 -0.9159 -0.8536
H -2.7844 -1.3325 -3.8198
H -4.4241 -1.9629 -3.2434
H -2.7634 -3.1736 -1.1843
H -3.2874 -3.9256 -2.7782
H -1.1241 -3.6341 -3.9578
H -0.6881 -4.1282 -2.2439
H 0.6771 -2.2911 -2.0626
H -0.7619 -1.1554 -2.1016
H 0.4513 -2.3069 -4.8334
H -0.3428 -0.5856 -4.5260
H 2.7100 -2.3165 -5.0752
H 4.3756 -3.5967 -5.5925
H 6.1420 -3.8343 -5.1581
H 5.4458 -4.8166 -3.1713
H 5.0108 -3.1738 -2.4761
H 3.7129 -4.2606 -3.3910
H 5.8277 0.2152 -3.0908
H 3.5431 3.2988 1.0252
H 2.2427 2.2981 0.2076
H 4.0701 1.1685 2.5212
H 2.2438 1.7585 2.6292
H 1.4283 -2.8750 3.0644
H 0.6646 -1.4568 3.9820
H 0.3292 -2.2278 0.8745
H -0.4541 -0.6754 1.6899
H -0.9317 -2.3924 2.2150
C 4.4514 5.5142 -3.3876
C 3.3621 6.0283 -4.3079
C 3.7431 6.0058 -5.7603
O 2.9962 7.0885 -6.2978
C 2.7853 7.9677 -5.2770
O 2.3686 9.0789 -5.4167
O 3.1150 7.4119 -4.0754
H 5.2217 6.2722 -3.2216
H 4.0317 5.2760 -2.4088
H 4.9176 4.6095 -3.7829
H 2.4294 5.4802 -4.1339
H 3.4604 5.0683 -6.2437
H 4.8073 6.1912 -5.9373
C -2.0109 -5.1481 9.2652
C -3.1057 -4.6139 8.3630
C -2.7603 -4.6686 6.9031
O -3.4869 -3.5699 6.3674
C -3.6460 -2.6705 7.3804
O -4.0323 -1.5467 7.2356
O -3.3049 -3.2193 8.5806
H -1.2143 -4.4120 9.4014
H -2.4143 -5.3602 10.2588
H -1.5818 -6.0728 8.8719
H -4.0500 -5.1302 8.5669
H -3.0829 -5.6035 6.4405
H -1.6954 -4.5186 6.6984
*
```

Atomic partial charges in e from the Mulliken method, atoms 1 to 4:
1. C -0.4776
2. C 0.1821
3. C -0.8943
4. C 0.5773

(2)
ORCA calculation (ωB97M-V with the def2-TZVPD basis set) on a molecular structure, C37H59GeN2OPdSSbSeSi3 at a distorted geometry.

Results
Frontier orbital gap: 4.2634 eV
Energy relative to the best compared isomer or geometry (same formula, charge and spin): 175.6 kJ/mol
F_max: 0.027 Eh/bohr
Electronic energy: -210702.3674 eV
HOMO: -0.013 hartree

The geometry in ORCA input format:
```
! RIJCOSX wB97M-V def2-TZVPD def2/J DEFGRID3
* xyz -2 1
Pd -0.6496 -0.8464 0.5912
C 2.0357 -2.8177 -2.3213
Sb 0.9699 -1.1303 -1.4167
C 1.3573 -2.0842 0.5245
C 1.7725 -1.2932 1.6663
C 1.9768 -1.8951 2.9553
C 2.4356 -1.1562 4.0149
C 2.7688 0.1958 3.8430
C 2.6524 0.6818 2.5484
N 2.2085 -0.0050 1.5033
Si 0.1233 -3.4797 0.7735
C 1.1593 -5.0851 0.7388
C -0.8561 -3.6779 2.3701
C -1.1225 -3.9049 -0.5828
C 2.5439 0.5031 -1.8951
C 2.0199 1.7025 -1.1205
C 2.6711 2.9541 -1.0816
C 2.1123 3.9903 -0.3571
C 0.9074 3.7867 0.3066
C 0.3026 2.5459 0.1666
N 0.8321 1.5549 -0.5352
Si 2.1942 0.9857 -3.6830
C 2.1201 -0.3875 -4.9497
C 3.4465 2.2073 -4.3908
C 0.5362 1.8360 -3.7242
Si 4.3071 -0.0664 -1.5168
C 4.5568 -1.2042 -0.0868
C 5.5121 1.3482 -1.2083
C 5.0619 -0.9330 -3.0072
H 1.3030 -3.6309 -2.3610
H 2.8501 -3.1126 -1.6582
H 2.3967 -2.6319 -3.3317
H 1.7700 -2.9510 3.0802
H 2.5549 -1.6289 4.9848
H 3.1194 0.8194 4.6558
H 2.9460 1.7104 2.3322
H 2.0023 -5.0188 1.4433
H 1.5814 -5.2378 -0.2662
H 0.5557 -5.9726 0.9996
H -0.2912 -3.4321 3.2743
H -1.1892 -4.7260 2.4449
H -1.7227 -3.0182 2.3472
H -0.7934 -3.6712 -1.6039
H -2.0547 -3.3704 -0.4130
H -1.3119 -4.9891 -0.5290
H 3.6017 3.0997 -1.6025
H 2.6142 4.9494 -0.3104
H 0.4414 4.5661 0.8973
H -0.6490 2.3204 0.6334
H 3.0304 -0.9927 -4.9838
H 1.9812 0.0822 -5.9344
H 1.2702 -1.0547 -4.7640
H 4.4779 1.8431 -4.2994
H 3.3869 3.1864 -3.9059
H 3.2325 2.3509 -5.4595
H -0.1779 1.3000 -3.0868
H 0.1391 1.8475 -4.7471
H 0.6011 2.8670 -3.3592
H 4.5461 -0.6600 0.8629
H 5.5331 -1.6927 -0.2143
H 3.7742 -1.9680 -0.0261
H 5.2188 1.9487 -0.3389
H 5.6149 2.0187 -2.0723
H 6.4978 0.9064 -0.9994
H 4.5904 -1.8997 -3.1943
H 6.1251 -1.1118 -2.7898
H 5.0041 -0.3387 -3.9288
C -2.2801 -1.1637 -4.4167
Ge -4.0130 -0.3762 -4.0537
C -4.0006 1.4554 -4.7166
C -5.3159 -1.3510 -5.1403
C -4.5045 -0.4630 -2.1815
Se -2.9625 -0.5156 -0.9079
C -2.6860 1.4235 -0.9510
H -1.9118 -0.8620 -5.4026
H -2.3443 -2.2572 -4.3793
H -1.5687 -0.8554 -3.6489
H -3.8151 1.4475 -5.7952
H -3.2034 2.0300 -4.2334
H -4.9566 1.9531 -4.5263
H -5.0310 -1.3205 -6.1978
H -6.3161 -0.9184 -5.0342
H -5.3549 -2.3981 -4.8219
H -5.0829 -1.3706 -1.9898
H -5.1125 0.3926 -1.8774
H -3.1833 1.8355 -1.8293
H -1.6133 1.6166 -1.0032
H -3.0835 1.8702 -0.0433
C -2.7380 1.5848 8.9905
C -3.8982 2.5259 9.2154
O -4.2464 2.8628 10.3182
S -4.8250 3.1646 7.8306
C -4.0937 2.4123 6.4212
C -4.5189 1.1570 5.9819
C -3.9323 0.5580 4.8779
C -2.8939 1.1881 4.1551
C -2.4962 2.4660 4.6082
C -3.0848 3.0635 5.7105
C -2.2778 0.5716 3.0346
C -1.7529 -0.0030 2.0726
H -2.0519 1.6929 9.8275
H -2.2297 1.7480 8.0442
H -3.1221 0.5626 8.9815
H -5.3094 0.6470 6.5228
H -4.2592 -0.4190 4.5452
H -1.7026 2.9695 4.0722
H -2.7539 4.0426 6.0392
*
```

Atomic partial charges in e from the Mulliken method, atoms 1 to 4:
1. Pd 0.8740
2. C -1.3566
3. Sb -0.5620
4. C -1.3015